Record 1
{
  "formula": "C11H16NO3S",
  "method": "wB97M-V/def2-TZVPD",
  "elements": ["C", "H", "H", "H", "O", "H", "H", "C", "S", "C", "O", "H", "H", "N", "C", "H", "H", "C", "H", "C", "H", "C", "H", "H", "H", "C", "H", "H", "O", "C", "C", "C"],
  "coordinates": [[1.66, 0.44, -0.64], [-0.86, -3.39, -2.89], [-1.44, 3.77, 1.61], [1.90, 2.52, -1.12], [-2.80, 1.39, 4.57], [2.16, 0.11, -1.54], [-0.16, -2.75, -4.41], [0.83, 2.22, 0.70], [1.31, -2.42, -2.54], [1.52, 1.78, -0.43], [2.10, -1.42, -3.30], [0.66, 3.27, 0.92], [0.03, -0.72, 2.12], [-2.26, 3.36, 2.06], [1.15, -0.53, 0.27], [1.25, -1.60, 0.15], [-0.04, 2.72, 3.14], [-1.95, 1.93, 2.35], [-0.83, -1.63, -3.20], [-0.30, -2.57, -3.35], [-2.07, 1.39, 1.40], [1.89, -4.04, -3.07], [-2.94, 3.33, 1.30], [1.26, -4.81, -2.64], [-0.36, 1.02, 3.57], [-0.47, 1.77, 2.78], [2.91, -4.16, -2.71], [1.87, -4.10, -4.16], [-3.87, 0.61, 2.79], [-2.95, 1.28, 3.34], [0.47, -0.07, 1.38], [0.33, 1.30, 1.56]],
  "lumo_energy_ev": 2.2,
  "total_energy_ha": -1107.43253,
  "total_charge": -1,
  "largest_force_ev_per_a": 2.28,
  "orbital_gap_ev": 6.032,
  "homo_energy_ev": -3.8458
}

=====

Record 2
{
  "formula": "C30H35NO5PtSb",
  "method": "wB97M-V/def2-TZVPD",
  "elements": ["C", "C", "Pt", "O", "C", "H", "C", "H", "C", "H", "Sb", "H", "H", "H", "H", "O", "H", "C", "H", "H", "C", "H", "C", "C", "H", "H", "H", "H", "C", "H", "C", "C", "C", "C", "H", "H", "C", "O", "C", "C", "C", "H", "O", "N", "C", "H", "C", "H", "H", "C", "H", "C", "H", "H", "C", "H", "O", "H", "C", "H", "H", "C", "C", "H", "H", "H", "C", "C", "H", "H", "H", "C", "C"],
  "coordinates": [[3.69, -1.93, 2.11], [-3.45, -0.41, -3.73], [-0.04, 2.04, -0.45], [2.27, 1.79, -0.39], [-2.40, -0.67, -4.60], [-0.29, 0.36, 2.36], [0.02, -0.58, 2.83], [3.87, 5.44, -0.39], [-1.90, 0.27, -2.01], [4.28, -1.68, -0.74], [1.32, -0.97, 0.13], [3.34, 0.10, 1.54], [4.74, -1.83, 2.38], [-3.63, 0.73, 2.73], [-4.23, -3.53, 0.36], [-2.16, 5.90, -0.32], [-2.15, 1.46, 1.20], [-3.35, -1.60, 0.30], [-0.28, -0.58, -4.88], [1.01, -0.42, 3.25], [-4.10, -2.60, 0.88], [1.37, -3.08, 2.83], [0.03, -3.30, -1.43], [2.97, 2.84, -0.41], [5.39, -0.86, 0.36], [0.03, -4.14, -2.13], [-4.04, 0.28, -1.80], [3.10, -1.77, 3.01], [2.79, 5.39, -0.38], [3.52, -2.94, 1.74], [0.04, -1.70, 1.81], [-1.65, 0.84, -0.71], [0.35, -3.03, 2.47], [3.35, -0.88, 1.06], [0.16, 0.29, -2.61], [-2.87, -1.76, -0.65], [1.45, -2.88, -1.09], [2.58, 7.76, -0.37], [0.61, 6.38, -0.33], [2.17, 4.15, -0.39], [-1.10, -0.42, -4.19], [2.22, -4.88, -1.22], [-1.81, 3.71, -0.10], [0.84, 4.03, -0.37], [-4.69, -2.41, 2.12], [-0.67, -0.80, 3.64], [-2.31, 0.68, 0.46], [-4.47, -0.59, -4.06], [1.94, -2.55, -2.01], [2.25, -4.04, -0.52], [-2.60, -1.05, -5.59], [-4.53, -1.20, 2.78], [-0.52, -2.48, -1.88], [1.84, -4.38, 0.43], [-0.85, 0.05, -2.92], [-4.99, -1.04, 3.74], [4.19, 2.90, -0.42], [4.27, 0.09, -0.62], [-3.16, -0.38, 0.96], [-0.50, -3.61, -0.53], [-0.95, -1.77, 1.36], [-3.21, 0.06, -2.46], [-1.46, 4.90, -0.26], [0.16, -3.86, 1.80], [-0.06, 7.23, -0.30], [3.29, -3.76, -0.38], [-3.77, -0.20, 2.21], [4.38, -0.84, -0.06], [1.89, 8.43, -0.38], [-0.30, -3.16, 3.34], [-5.25, -3.21, 2.58], [0.07, 5.11, -0.33], [1.99, 6.53, -0.36]],
  "lumo_energy_ev": [2.1, 1.8],
  "total_energy_ha": -1954.70643,
  "total_charge": -1,
  "largest_force_ev_per_a": 3.27,
  "orbital_gap_ev": [6.259, 6.372],
  "homo_energy_ev": [-4.1690, -4.5815]
}

=====

Record 3
{
  "formula": "C19H17N7O2",
  "method": "wB97M-V/def2-TZVPD",
  "elements": ["H", "C", "C", "N", "N", "H", "H", "H", "C", "N", "H", "N", "O", "C", "H", "C", "C", "H", "C", "N", "N", "C", "H", "C", "H", "C", "C", "H", "H", "H", "H", "C", "O", "N", "H", "C", "C", "H", "C", "H", "H", "C", "C", "C", "C"],
  "coordinates": [[0.52, -0.66, 0.87], [-6.39, -0.46, 3.29], [2.88, -0.27, -1.50], [-4.06, -0.60, -0.44], [-3.53, 0.45, 1.55], [-7.40, -0.86, 3.50], [-5.47, 1.42, 7.28], [6.89, 0.75, -0.81], [0.66, -0.39, -2.51], [3.25, 0.02, -4.91], [6.62, 2.09, -1.93], [-1.89, -0.02, 0.13], [-6.95, 0.05, 6.13], [-4.61, 0.14, 2.31], [-1.99, -1.50, -2.89], [2.32, -0.43, -0.24], [-1.41, -0.48, -1.04], [7.22, -0.27, -2.94], [-2.27, -1.03, -1.95], [4.26, -0.09, -1.53], [-5.21, 1.35, 6.31], [5.23, -0.93, -2.25], [4.72, -1.47, -3.08], [-5.97, 0.51, 5.55], [2.93, -0.46, 0.64], [2.03, -0.29, -2.65], [6.26, 1.12, -1.62], [4.31, 2.01, -1.61], [5.68, -1.63, -1.54], [-2.77, 0.83, 2.05], [5.92, 0.60, -3.68], [-3.63, -1.08, -1.62], [-5.80, -0.48, 2.07], [-4.43, 0.55, 3.50], [-4.37, -1.55, -2.31], [0.92, -0.52, -0.12], [0.07, -0.45, -1.25], [-4.38, 1.78, 5.93], [6.23, 0.14, -2.73], [0.06, -0.29, -3.43], [4.86, 1.27, -0.02], [-5.60, 0.19, 4.16], [2.62, -0.13, -3.95], [-3.18, -0.12, 0.40], [4.85, 1.19, -1.13]],
  "lumo_energy_ev": -0.2,
  "total_energy_ha": -1267.99755,
  "total_charge": 0,
  "largest_force_ev_per_a": 3.25,
  "smiles": "N#Cc1cc(-c2ccnc(Nc3nc(C(N)=O)co3)n2)ccc1N1CCCC1",
  "orbital_gap_ev": 8.109,
  "homo_energy_ev": -8.3502
}